No. 1
# C5H11NO

A 2-piece molecular cluster, C5H11NO overall (the ωB97M-V functional and the def2-TZVPD basis, OMol25).

XYZ file:
```
18
Properties=species:S:1:pos:R:3
C 1.044 -0.919 0.446
C 0.528 0.387 -0.196
C -0.985 0.384 -0.014
C -1.715 1.498 -0.233
N 0.149 -2.019 0.177
C 0.731 -2.944 -0.761
O -0.030 3.331 0.671
H 1.314 -0.742 1.511
H 2.029 -1.154 0.042
H 0.764 1.384 0.215
H 0.777 0.327 -1.274
H -1.367 -0.618 0.189
H -2.748 1.412 -0.587
H -1.435 2.516 0.152
H 1.744 -3.261 -0.537
H 0.047 -3.782 -0.919
H 0.686 -2.533 -1.795
H 0.109 4.246 0.993
```

spin multiplicity	2
F_max	2.16	eV Å⁻¹
net charge	+1
expectation value of S²	1.654
energy	-326.5556	Eh
frontier orbital gap (spin up / spin down)	9.23 / 5.90	eV



No. 2
# C11H19NO2

One molecule with the formula C11H19NO2 (the ωB97M-V functional and the def2-TZVPD basis, OMol25).

XYZ file:
```
33
Properties=species:S:1:pos:R:3
C -3.348 0.607 -0.923
C -1.888 0.582 -1.162
C -1.191 -0.772 -1.170
C -1.402 -1.651 0.059
C -0.883 -1.119 1.421
C 0.645 -0.954 1.694
C 1.168 0.219 0.908
C 2.225 0.213 0.048
C 2.624 1.580 -0.330
C 0.904 1.670 1.165
C 3.092 -0.855 -0.651
H -3.893 -0.035 -1.595
H -3.717 1.615 -1.030
H -3.588 0.255 0.074
H -1.662 1.050 -2.139
H -1.437 1.211 -0.400
H -1.522 -1.308 -2.060
H -0.199 -0.552 -1.297
H -2.499 -1.652 0.169
H -1.102 -2.700 -0.097
H -1.294 -1.778 2.213
H -1.373 -0.104 1.607
H 0.849 -0.804 2.755
H 1.229 -1.889 1.422
H 2.993 1.691 -1.361
H 3.465 1.969 0.274
H 0.688 1.980 -0.830
H -0.155 1.862 1.368
H 1.467 2.132 1.984
H 1.744 -2.065 -0.156
N 1.350 2.268 -0.080
O 2.594 -2.111 -0.678
O 4.115 -0.555 -1.201
```

F_max	3.23	eV Å⁻¹
net charge	0
energy	-635.7390	Eh
frontier orbital gap	9.50	eV



No. 3
# C19H13MnN4O10

C19H13MnN4O10 as an isolated structure (the ωB97M-V functional and the def2-TZVPD basis, OMol25).

XYZ file:
```
47
Properties=species:S:1:pos:R:3
Mn 0.053 -0.141 -0.026
O 0.724 2.278 3.015
C 0.215 1.579 2.182
O 0.857 1.045 1.149
C -1.245 1.214 2.223
C -2.155 1.909 2.988
C -3.490 1.549 2.900
C -3.857 0.504 2.067
C -2.873 -0.151 1.349
N -1.591 0.199 1.433
H -1.804 2.715 3.616
H -4.240 2.084 3.467
H -4.889 0.201 1.962
H -3.108 -0.978 0.691
O -2.615 1.573 -2.417
C -1.732 0.807 -2.109
O -0.805 1.079 -1.215
C -1.645 -0.527 -2.814
C -2.195 -0.642 -4.072
C -2.097 -1.845 -4.749
C -1.474 -2.939 -4.207
C -0.941 -2.827 -2.936
C -1.035 -1.638 -2.211
O -0.596 -1.564 -0.978
N -0.263 -4.031 -2.387
O -0.233 -5.020 -3.088
O 0.195 -3.988 -1.258
N -2.682 -1.962 -6.102
O -2.534 -3.012 -6.692
O -3.261 -0.992 -6.543
H -2.699 0.206 -4.513
H -1.401 -3.865 -4.754
O 0.552 -1.967 1.234
C 1.943 -1.918 1.542
C 2.722 -1.542 0.309
C 4.003 -1.991 0.050
C 4.627 -1.588 -1.118
C 3.952 -0.757 -1.999
C 2.672 -0.356 -1.672
N 2.078 -0.743 -0.540
H 0.394 -2.617 0.524
H 2.298 -2.862 1.951
H 2.055 -1.146 2.301
H 4.494 -2.653 0.752
H 5.629 -1.929 -1.346
H 4.401 -0.428 -2.926
H 2.099 0.294 -2.323
```

spin multiplicity	5
F_max	0.83	eV Å⁻¹
net charge	0
expectation value of S²	6.035
energy	-2854.2231	Eh
frontier orbital gap (spin up / spin down)	8.41 / 8.78	eV



No. 4
# C18H42IN12O20

A 11-piece molecular cluster, C18H42IN12O20 overall (the ωB97M-V functional and the def2-TZVPD basis, OMol25).

XYZ file:
```
93
Properties=species:S:1:pos:R:3
N -0.686 -0.540 -1.120
C -1.977 0.193 -1.160
C -2.699 0.464 -2.534
C -4.079 1.204 -2.488
C -4.620 1.632 -1.094
C -6.051 2.366 -0.849
C -7.017 1.210 -0.213
C -8.216 0.795 -1.225
I -7.414 -0.488 -2.828
C -3.807 1.336 0.214
N -2.532 0.641 0.102
H -0.809 -1.283 -1.843
H -0.681 -1.044 -0.210
H -2.271 0.137 -3.543
H -4.713 1.430 -3.406
H -5.906 3.217 -0.103
H -6.451 2.795 -1.827
H -6.408 0.243 -0.051
H -7.398 1.517 0.829
H -8.906 0.097 -0.613
H -8.768 1.715 -1.620
H -4.231 1.667 1.234
H -2.052 0.446 1.011
C 3.172 -0.597 -0.088
N 3.266 -2.000 0.390
O 2.225 -2.639 0.474
O 4.382 -2.414 0.664
H 2.128 -0.365 -0.294
H 3.564 0.048 0.701
H 3.770 -0.517 -0.996
C 3.962 -5.021 -1.169
N 4.936 -5.854 -1.921
O 5.374 -6.846 -1.361
O 5.225 -5.482 -3.047
H 3.799 -5.467 -0.189
H 4.389 -4.024 -1.072
H 3.035 -5.000 -1.742
C -0.508 -4.297 0.150
N -1.571 -4.280 -0.890
O -1.210 -4.277 -2.058
O -2.726 -4.269 -0.498
H 0.464 -4.305 -0.339
H -0.627 -3.400 0.757
H -0.646 -5.199 0.747
C 6.394 1.040 2.832
N 5.332 1.054 1.793
O 5.688 1.046 0.626
O 4.172 1.072 2.186
H 7.366 1.025 2.341
H 6.279 1.943 3.432
H 6.252 0.144 3.435
C -6.080 1.685 -7.406
N -5.396 1.828 -6.094
O -5.736 2.759 -5.382
O -4.539 0.999 -5.824
H -6.810 2.485 -7.510
H -5.319 1.754 -8.182
H -6.569 0.712 -7.416
C 5.649 3.660 -2.165
N 4.173 3.782 -2.288
O 3.734 4.804 -2.790
O 3.505 2.846 -1.874
H 6.112 4.558 -2.570
H 5.883 3.549 -1.107
H 5.954 2.780 -2.732
C 7.307 -2.103 -1.489
N 7.498 -0.802 -2.182
O 8.535 -0.198 -1.963
O 6.598 -0.433 -2.921
H 8.178 -2.304 -0.869
H 6.409 -2.020 -0.877
H 7.194 -2.871 -2.255
C -0.408 -0.411 4.666
N -1.471 -0.387 3.626
O -1.113 -0.385 2.450
O -2.623 -0.371 4.015
H 0.563 -0.424 4.175
H -0.522 0.485 5.273
H -0.551 -1.311 5.260
C -3.682 4.937 0.503
N -3.991 5.946 1.550
O -5.051 6.542 1.458
O -3.157 6.102 2.426
H -4.507 4.904 -0.207
H -2.761 5.246 0.010
H -3.563 3.975 0.999
C 0.848 -2.465 8.615
N 1.045 -1.168 7.916
O 2.083 -0.568 8.130
O 0.144 -0.797 7.173
H 1.720 -2.665 9.236
H -0.049 -2.375 9.228
H 0.731 -3.235 7.854
```

F_max	4.72	eV Å⁻¹
net charge	+1
energy	-3169.3119	Eh
frontier orbital gap	7.92	eV



No. 5
# C3H5NO4

One molecule with the formula C3H5NO4 (the ωB97M-V functional and the def2-TZVPD basis, OMol25).

XYZ file:
```
13
Properties=species:S:1:pos:R:3
C -2.507 0.410 -0.133
C -0.270 -0.232 0.010
C 2.519 0.288 0.060
H -2.290 1.406 0.253
H -3.238 0.466 -0.943
H -2.887 -0.264 0.631
H 2.005 -1.748 0.417
H 3.410 0.187 0.755
N 1.912 -0.894 -0.167
O -1.346 -0.101 -0.769
O -0.220 -0.039 1.184
O 0.690 -0.793 -0.798
O 2.223 1.313 -0.500
```

F_max	1.87	eV Å⁻¹
net charge	0
energy	-472.9861	Eh
frontier orbital gap	11.19	eV



No. 6
# C43H40AlAs2N4O4P2Se2

C43H40AlAs2N4O4P2Se2 as an isolated structure (the ωB97M-V functional and the def2-TZVPD basis, OMol25).

XYZ file:
```
98
Properties=species:S:1:pos:R:3
Al 1.750 0.884 -0.120
C 4.030 -0.370 2.703
As 2.518 -0.850 1.585
C 1.368 -1.815 2.810
C 3.339 -2.236 0.492
C 3.986 -3.282 1.147
C 4.635 -4.276 0.434
C 4.644 -4.233 -0.952
C 4.007 -3.195 -1.611
C 3.353 -2.190 -0.902
As 2.546 -0.745 -1.929
C 4.059 -0.214 -3.016
C 1.395 -1.657 -3.199
H 4.251 -1.171 3.404
H 3.800 0.538 3.257
H 4.893 -0.191 2.066
H 1.662 -2.861 2.845
H 0.329 -1.750 2.490
H 1.468 -1.370 3.798
H 3.981 -3.321 2.230
H 5.132 -5.082 0.960
H 5.147 -5.007 -1.519
H 4.014 -3.169 -2.693
H 4.332 -1.008 -3.707
H 4.895 0.015 -2.358
H 3.801 0.680 -3.583
H 1.444 -2.728 -3.023
H 1.727 -1.426 -4.208
H 0.362 -1.336 -3.076
Se -5.018 0.048 -0.361
P -3.712 -1.580 -0.230
C -3.742 -2.693 -1.657
C -4.169 -4.013 -1.572
C -4.142 -4.818 -2.706
C -3.696 -4.305 -3.913
C -3.297 -2.975 -4.004
C -3.322 -2.168 -2.879
C -3.870 -2.588 1.274
C -3.043 -3.691 1.512
C -3.160 -4.388 2.704
C -4.092 -3.993 3.660
C -4.917 -2.905 3.420
C -4.807 -2.200 2.227
C -1.952 -1.090 -0.220
C -1.279 0.126 -0.127
N 0.040 -0.179 -0.179
N 0.169 -1.498 -0.279
N -1.007 -2.057 -0.301
P -1.629 1.883 -0.078
Se 0.323 2.843 0.125
C -2.390 2.334 -1.637
C -1.649 2.099 -2.795
C -2.210 2.366 -4.032
C -3.502 2.876 -4.108
C -4.224 3.133 -2.952
C -3.670 2.864 -1.709
C -2.583 2.343 1.360
C -2.938 1.399 2.319
C -3.552 1.816 3.488
C -3.806 3.166 3.699
C -3.446 4.107 2.743
C -2.824 3.701 1.575
H -4.526 -4.410 -0.631
H -4.472 -5.848 -2.641
H -3.667 -4.939 -4.792
H -2.974 -2.569 -4.955
H -3.033 -1.124 -2.946
H -2.311 -3.989 0.774
H -2.525 -5.246 2.887
H -4.173 -4.537 4.593
H -5.652 -2.606 4.158
H -5.448 -1.349 2.026
H -0.638 1.717 -2.727
H -1.638 2.191 -4.934
H -3.945 3.079 -5.074
H -5.225 3.539 -3.015
H -4.235 3.054 -0.806
H -2.747 0.348 2.156
H -3.835 1.085 4.235
H -4.281 3.487 4.617
H -3.639 5.159 2.913
H -2.519 4.436 0.838
O 5.457 1.196 -0.263
C 4.575 1.972 0.026
O 3.297 1.646 -0.057
C 4.861 3.354 0.514
C 6.188 3.755 0.642
C 6.491 5.032 1.087
C 5.477 5.922 1.407
C 4.167 5.506 1.273
C 3.843 4.236 0.836
N 3.072 6.441 1.610
O 1.930 6.064 1.420
O 3.380 7.527 2.055
H 6.970 3.053 0.384
H 7.525 5.336 1.187
H 5.692 6.924 1.753
H 2.804 3.959 0.755
```

F_max	0.98	eV Å⁻¹
net charge	+1
energy	-12382.0327	Eh
frontier orbital gap	8.01	eV



No. 7
# C39H31GeN3V

C39H31GeN3V as an isolated structure (the ωB97M-V functional and the def2-TZVPD basis, OMol25).

XYZ file:
```
75
Properties=species:S:1:pos:R:3
V -16.798 -5.430 2.541
C -18.826 -7.056 5.361
C -17.907 -7.725 6.005
C -16.457 -7.325 6.141
C -16.015 -6.408 5.217
N -16.916 -5.692 4.405
C -18.436 -5.776 4.591
C -14.712 -5.963 4.592
C -13.592 -5.655 5.307
C -12.470 -5.032 4.657
C -12.676 -4.607 3.453
C -13.937 -4.705 2.749
N -14.952 -5.486 3.385
C -14.275 -4.055 1.624
C -13.314 -3.470 0.722
C -13.802 -2.928 -0.450
C -15.146 -3.052 -0.827
C -16.062 -3.481 0.128
N -15.573 -3.921 1.346
H -19.828 -7.414 5.297
H -18.265 -8.524 6.829
H -15.896 -7.744 7.156
H -18.854 -5.154 5.334
H -13.483 -5.782 6.538
H -11.537 -5.015 5.052
H -11.879 -4.139 2.894
H -12.255 -3.325 0.887
H -13.059 -2.548 -1.206
H -15.410 -2.617 -1.823
H -17.161 -3.490 -0.036
C -17.415 -6.364 0.435
C -16.725 -7.230 1.370
C -17.599 -7.556 2.436
C -18.821 -6.653 2.295
C -18.641 -6.009 0.980
H -16.931 -5.994 -0.471
H -15.849 -7.773 1.077
H -17.395 -8.013 3.411
H -19.750 -7.228 2.348
H -19.470 -5.538 0.442
C -18.907 -5.420 3.241
Ge -19.899 -3.892 3.064
C -21.780 -4.037 3.648
C -22.946 -3.253 3.399
C -24.120 -3.559 4.015
C -24.219 -4.708 4.812
C -23.127 -5.533 5.006
C -21.894 -5.184 4.489
C -19.848 -2.794 1.452
C -20.694 -2.987 0.293
C -20.243 -2.435 -0.874
C -19.158 -1.607 -0.925
C -18.397 -1.343 0.208
C -18.795 -1.971 1.402
C -19.224 -2.730 4.530
C -20.069 -2.163 5.504
C -19.596 -1.237 6.463
C -18.249 -0.883 6.446
C -17.432 -1.433 5.485
C -17.876 -2.404 4.590
H -22.837 -2.322 2.849
H -24.914 -2.856 3.861
H -25.343 -4.991 5.258
H -23.223 -6.413 5.618
H -21.047 -5.939 4.621
H -21.593 -3.527 0.239
H -20.761 -2.636 -1.819
H -18.789 -1.284 -1.931
H -17.485 -0.770 0.132
H -18.231 -1.829 2.350
H -21.141 -2.207 5.399
H -20.337 -0.849 7.173
H -17.870 -0.169 7.251
H -16.349 -1.181 5.460
H -17.157 -2.756 3.868
```

spin multiplicity	3
F_max	5.27	eV Å⁻¹
net charge	-1
expectation value of S²	2.251
energy	-4689.7171	Eh
frontier orbital gap (spin up / spin down)	5.31 / 5.00	eV



No. 8
# C3H9NO2S2

A 2-piece molecular cluster, C3H9NO2S2 overall (the ωB97M-V functional and the def2-TZVPD basis, OMol25).

XYZ file:
```
17
Properties=species:S:1:pos:R:3
N -0.838 -0.836 0.347
C 0.051 0.233 -0.034
C 1.361 -0.294 -0.555
O 1.615 -1.466 -0.654
C 0.443 1.113 1.185
S -1.008 1.586 2.162
S -1.115 3.587 1.957
H -1.699 -0.844 -0.173
H -0.405 -1.743 0.237
H -0.465 0.895 -0.726
H 2.156 0.431 -0.762
H 1.000 1.978 0.828
H 1.078 0.523 1.857
H -1.942 3.689 0.908
H 0.490 -3.182 -1.707
H -0.351 -2.454 -2.729
O -0.371 -3.216 -2.142
```

F_max	0.82	eV Å⁻¹
net charge	0
energy	-1121.3007	Eh
frontier orbital gap	9.71	eV